# 1
{
  "formula": "C2H3NO3",
  "method": "wB97M-V/def2-TZVPD",
  "gap_ev": 11.157,
  "total_energy_ev": -9751.9658,
  "smiles": "O=CNOC=O",
  "e_above_lowest_kj_mol": 397.9,
  "fmax_ha_per_bohr": 0.2119,
  "elements": ["O", "C", "N", "O", "C", "O", "H", "H", "H"],
  "xyz": [[0.2998, 1.8325, 1.4646], [0.5249, 0.6649, 1.5576], [0.3839, -0.1783, 0.3539], [-0.2865, 0.4498, -0.6359], [-0.7028, -0.2303, -1.5362], [-0.4229, -1.4482, -1.6207], [0.8174, -0.0417, 2.5189], [0.6952, -1.1129, 0.3093], [-1.3090, 0.0642, -2.4116]],
  "forces_ev_per_angstrom": [[0.19, -0.42, 1.11], [-0.09, -2.55, -1.48], [0.92, 2.18, 4.56], [1.37, 5.65, 4.00], [-1.45, -8.69, -6.42], [-0.42, 1.50, 0.28], [-0.48, 1.89, -2.23], [-0.21, -1.12, -0.83], [0.17, 1.55, 1.01]]
}

# 2
{
  "formula": "C5H10O2",
  "method": "wB97M-V/def2-TZVPD",
  "gap_ev": 10.966,
  "total_energy_ev": -9440.2684,
  "smiles": "COCC[C@@H]1CO1",
  "e_above_lowest_kj_mol": 267.7,
  "fmax_ha_per_bohr": 0.0060,
  "elements": ["C", "O", "C", "C", "C", "C", "O", "H", "H", "H", "H", "H", "H", "H", "H", "H", "H"],
  "xyz": [[0.4942, 2.1141, 0.9369], [0.3786, 0.8639, 1.5668], [-0.7899, 0.1511, 1.2186], [-0.8099, -0.2934, -0.2475], [0.4801, -0.9754, -0.6314], [0.5807, -1.8876, -1.7688], [0.5370, -2.3847, -0.4392], [0.5069, 2.0351, -0.1608], [-0.3257, 2.7901, 1.2245], [1.4439, 2.5465, 1.2603], [-0.7965, -0.7294, 1.8685], [-1.6877, 0.7507, 1.4438], [-1.6437, -0.9892, -0.3975], [-0.9877, 0.5648, -0.9082], [1.3831, -0.4561, -0.3094], [1.5371, -2.0070, -2.2784], [-0.3005, -2.0935, -2.3782]],
  "forces_ev_per_angstrom": [[0.07, 0.25, -0.12], [0.03, -0.03, 0.04], [-0.19, -0.16, -0.01], [0.00, 0.01, -0.05], [-0.03, 0.24, 0.03], [0.01, 0.05, -0.30], [0.00, -0.20, 0.17], [0.02, 0.01, 0.18], [0.08, -0.10, -0.03], [-0.15, -0.02, -0.03], [0.00, 0.12, -0.08], [0.14, -0.08, -0.03], [0.11, 0.08, 0.01], [0.06, -0.12, 0.08], [-0.10, -0.09, -0.09], [-0.16, 0.00, 0.08], [0.11, 0.03, 0.14]]
}